*P*
8
Properties=species:S:1:pos:R:3 method="wB97M-V/def2-TZVPD" homo_ev=-9.407 spin_multiplicity=1 smiles=C#CC#CC#C
C 3.189 0.074 0.025
H -4.305 0.149 -0.076
C -3.197 0.074 -0.008
C -0.604 -0.084 -0.009
C 0.609 -0.078 -0.025
C -1.988 -0.031 0.053
C 2.000 0.018 -0.022
H 4.253 0.009 -0.001

***

*Q*
8
Properties=species:S:1:pos:R:3 method="wB97M-V/def2-TZVPD" homo_ev=-9.535 spin_multiplicity=1
C -0.422 0.746 0.015
C -1.384 2.429 -2.621
C -1.638 2.539 -1.390
C -1.190 1.673 -0.495
H -0.477 0.597 1.161
H 0.617 -1.048 -0.392
C 0.690 -0.224 -2.161
C 0.290 -0.109 -0.950

***

Which structure is the most stable? The one labeled *P*.

***

*P*
122
Properties=species:S:1:pos:R:3 method="wB97M-V/def2-TZVPD" homo_ev=-2.307 charge=-2 spin_multiplicity=1
H 0.510 -2.783 -2.946
C 0.232 2.130 3.214
C -3.041 -6.490 -2.304
C -3.875 -1.613 0.616
H -2.502 -5.207 0.254
C -2.234 2.698 4.767
O 6.594 -0.723 -2.729
H -5.942 4.206 -5.437
H -4.561 -2.420 0.363
H 4.282 4.625 4.227
H -3.857 4.384 -4.037
H 1.718 -0.345 -3.630
C -4.261 -0.331 -0.107
H 7.205 2.246 3.515
H -2.829 -6.879 -3.304
C -3.156 0.666 -4.784
H 5.355 2.087 6.743
H -2.989 -1.406 -4.225
H -2.069 2.098 0.755
C 1.191 1.394 2.536
C 3.194 -1.878 -3.359
C 4.991 0.467 4.043
H -3.746 2.120 2.511
C -2.059 -7.134 -1.323
H -5.911 -1.333 -3.015
H -2.454 1.630 4.766
C -3.662 3.337 -4.258
C -2.679 2.674 -3.529
H 7.604 3.334 4.856
C 4.128 -0.470 3.494
C 3.301 2.085 3.698
C -5.441 3.449 -6.045
C 5.269 4.213 4.013
C -4.133 1.363 -5.488
H 4.142 3.315 6.363
C 2.514 1.083 3.145
C -1.164 1.924 1.317
H 5.368 4.106 2.931
H -4.647 -4.546 -1.060
H -0.912 3.686 -2.836
N 5.699 -5.066 5.211
C 2.746 -0.549 -3.918
H 7.859 -0.127 -0.650
N -2.868 -4.299 0.022
C -2.403 1.317 -3.786
H -4.995 3.964 -6.902
H -3.613 -1.129 -5.871
H -2.318 5.295 3.922
C -2.907 -0.778 -5.116
H -4.063 -6.812 -2.067
C -0.145 1.198 0.708
H -6.662 -0.597 -1.598
C 6.815 -0.312 -0.421
H -1.809 -1.364 0.578
C 4.587 1.791 4.146
H -4.466 0.481 -2.082
H 3.416 0.231 -3.565
H -3.473 0.410 0.056
H -2.408 -7.096 -0.289
H 7.248 1.639 5.173
H 0.448 2.466 4.221
H -3.368 3.605 1.632
C 5.499 2.872 4.720
O 2.452 -2.508 -2.608
H -1.484 5.084 2.371
H -3.953 -1.464 1.702
C -4.493 -0.498 -1.604
C 5.284 -3.977 2.062
H -2.435 4.357 -2.214
H -4.701 0.837 -6.251
C 5.185 3.027 6.214
Se -1.071 0.375 -2.805
N 4.422 -2.329 -3.694
H -0.768 -2.001 -3.220
Cl 6.283 0.951 0.746
S -0.749 -3.661 1.461
H -1.086 -6.642 -1.363
H 2.916 3.096 3.715
H -5.886 -2.176 -1.469
H 4.695 -3.146 -3.167
C 6.975 2.494 4.553
C 5.620 -5.006 4.052
H -1.769 2.821 -1.591
C -0.992 2.402 2.607
H -3.062 3.221 5.251
N 5.060 -3.071 1.359
C -5.809 -1.191 -1.938
H 5.173 -1.637 -3.771
C -2.096 -3.312 0.540
H -5.169 0.061 0.367
H -3.528 -4.653 -3.289
H -0.281 0.845 -0.310
H -1.342 2.857 5.373
O 4.767 -0.039 -1.615
C 5.979 -0.334 -1.715
I 2.784 -0.481 -6.053
C -2.989 -4.964 -2.388
H 5.823 3.795 6.659
O -0.416 -2.911 -3.196
C -1.591 4.683 3.381
H 6.707 -1.266 0.097
H 4.453 -1.497 3.371
C -1.915 3.434 -2.481
H -6.202 2.770 -6.432
Cs 3.265 -1.425 -0.088
N 2.913 -0.183 3.046
H 5.982 0.147 4.331
H -1.963 -4.612 -2.521
H -3.643 -1.036 -2.033
C -4.404 2.703 -5.246
N -2.510 -2.032 0.289
H -1.888 -0.922 -5.482
N 1.012 0.926 1.299
H 6.009 4.940 4.356
C -2.055 3.220 3.335
H -0.626 4.770 3.883
N 5.575 -5.050 2.737
H -1.910 -8.191 -1.557
C -3.618 -4.201 -1.227
H -4.154 3.694 3.208
H -3.661 -3.147 -1.495
C -3.408 3.152 2.624

***

*Q*
122
Properties=species:S:1:pos:R:3 method="wB97M-V/def2-TZVPD" homo_ev=-2.242 charge=-2 spin_multiplicity=1
H 4.091 2.763 -5.680
H -0.960 -5.183 1.523
H -0.814 -7.099 0.224
H 2.945 -1.082 -6.062
C 3.867 -0.234 -4.359
N 3.026 -0.119 -1.620
C -0.650 8.439 -0.358
H 3.082 -2.308 -0.115
C 3.195 -0.379 4.926
H 0.416 -9.001 -2.728
C -0.605 -4.355 -1.777
Cs -2.204 2.737 -0.751
N -1.322 7.759 -1.263
H 4.757 -2.771 -0.385
C -0.192 1.244 2.855
N -2.315 5.552 -0.789
H 1.956 -2.437 6.223
C -0.080 -4.247 -4.254
H 4.576 0.688 -6.880
H -2.211 -4.218 0.712
H -4.766 5.204 6.547
H -1.368 5.349 1.654
C 4.599 -3.664 -2.917
C -0.822 2.553 3.186
H 1.989 0.162 -5.304
H 0.670 -3.465 -4.130
H 4.240 -4.254 -3.762
H 4.731 -0.405 -0.439
H 0.766 -1.142 6.012
C 0.000 -0.431 1.332
C 2.159 -1.354 4.351
C 4.213 -0.907 -1.267
H -0.422 -1.073 -3.736
C -2.048 4.700 6.958
O -6.402 2.910 -1.643
Cl -4.976 3.614 1.883
H -1.603 5.642 6.634
H -4.298 2.947 -3.927
H -2.864 2.134 6.727
N 3.859 0.944 -3.495
C -1.506 2.738 4.379
S 2.600 2.521 -1.804
H -4.284 3.046 7.225
H 0.157 -9.085 -0.983
C -2.126 4.886 3.607
O -0.361 -0.302 -4.331
H -4.653 -0.018 -1.848
H -0.289 -0.858 0.375
C -0.278 -5.017 -2.978
C -1.155 -4.499 0.692
H 3.610 -2.950 4.361
H 2.984 0.668 -7.601
H 3.477 -1.064 -3.777
H -3.146 -0.736 -2.500
H -6.552 4.445 0.329
H -2.589 4.875 7.892
C 3.327 2.374 -6.356
I -5.168 -1.329 -4.108
C 0.662 0.600 3.738
C -0.346 -7.179 -1.864
H -1.537 1.924 5.091
H 5.311 -4.280 -2.359
H 3.929 1.837 -3.954
H -5.503 2.027 -3.174
C -0.241 -8.681 -1.917
C 3.873 -2.337 -0.869
H 0.222 -4.913 -5.066
H -1.008 0.320 -3.967
H 2.383 -0.004 -0.849
C -0.153 -6.402 -2.998
H -4.753 4.869 4.807
C 3.440 -3.226 -2.027
C -5.546 4.049 0.234
C 1.228 -0.625 3.389
C 1.315 -1.932 5.496
H -1.217 -9.147 -2.083
H -0.598 -3.573 0.838
H 0.889 1.076 4.684
H 0.591 -2.652 5.113
Se -0.764 -2.460 -1.725
H -0.999 -3.729 -4.539
H 4.902 -0.475 -4.636
N -0.758 3.481 2.232
C -3.620 2.841 6.383
H 2.355 2.555 -5.896
C -3.647 1.198 -3.280
C 2.905 -2.497 3.660
C -4.034 -0.153 -2.731
C -0.666 -6.520 -0.685
O -4.630 2.008 -0.597
H -1.239 3.994 7.155
H -2.659 5.824 3.673
C 0.869 -1.143 2.154
H 3.466 -2.140 2.794
C -5.536 2.858 -0.746
C 3.170 1.042 -2.329
H 1.236 -2.095 1.798
H 5.151 -2.812 -3.324
H 4.901 -0.903 -2.112
C -0.796 -5.136 -0.620
H -3.753 6.164 5.474
C -1.399 4.619 2.456
C -1.812 6.592 -0.957
O -2.463 1.529 -3.316
C 3.008 -0.086 -5.610
H 0.102 -6.889 -3.937
H -4.203 2.361 5.595
N -0.057 9.122 0.373
N -4.631 2.018 -3.710
H 3.386 2.977 -7.264
H 3.729 0.137 4.127
C -4.134 5.158 5.658
H 2.929 -4.106 -1.634
H 2.675 -2.702 -2.601
H 3.923 -0.925 5.531
C -3.000 4.152 5.886
N -0.521 0.743 1.663
C -2.201 3.926 4.605
H -4.868 4.824 -0.126
H 2.735 0.375 5.565
H 2.224 -3.279 3.322
C 3.517 0.889 -6.673

***

Which structure is the most stable? The one labeled *P*.

***

*P*
11
Properties=species:S:1:pos:R:3 method="wB97M-V/def2-TZVPD" homo_ev=-9.369 spin_multiplicity=1
C 0.401 0.143 -0.065
N 1.571 -0.723 -0.039
H 3.065 -0.265 1.070
N 0.453 1.407 -0.179
H 1.405 1.732 -0.040
S -2.302 0.008 0.038
N -0.727 -0.626 -0.193
H -0.737 -1.589 -0.046
O 2.781 -0.031 0.159
H 1.756 -1.037 -1.035
H -2.385 0.013 1.439

***

*Q*
11
Properties=species:S:1:pos:R:3 method="wB97M-V/def2-TZVPD" homo_ev=-9.219 spin_multiplicity=1
H -0.839 2.314 -0.062
H -2.079 0.401 0.312
N 1.005 -0.428 -0.070
H 3.199 0.207 0.949
C -0.060 0.597 -0.111
S 2.706 -0.374 -0.246
N 0.146 1.803 -0.108
H 0.561 -1.268 0.286
H -1.909 -1.901 -0.570
N -1.361 -0.018 -0.413
O -1.368 -1.334 0.034

***

Which structure is the most stable? The one labeled *P*.

***

*P*
45
Properties=species:S:1:pos:R:3 method="wB97M-V/def2-TZVPD" homo_ev=-8.199 spin_multiplicity=1 smiles=COc1cc(CNCCO)ccc1OCCc1ccccc1
C 6.472 -0.071 -1.166
H 2.280 -0.258 1.033
C -1.764 -0.723 -0.715
H -0.786 -3.078 0.480
C 2.245 0.554 0.298
H -4.421 0.973 1.113
H -4.015 -0.928 -2.165
H 3.399 1.906 1.497
H -5.666 1.459 -0.065
H -4.555 -1.229 0.124
H -3.004 2.402 -0.983
C -1.049 1.893 -0.295
C 5.321 0.051 1.344
H -6.001 -0.703 2.076
H 4.857 1.179 -1.799
H -2.064 -1.746 -0.884
C -4.062 -0.078 -1.477
H 3.366 2.306 -0.225
C 4.725 0.728 0.288
C 0.074 -2.770 -0.123
N -4.964 -0.456 -0.395
H 0.948 -3.344 0.181
C -2.311 1.601 -0.774
H -7.195 -0.749 -0.032
C -0.122 0.893 -0.019
O 0.413 -1.425 0.105
H 7.966 -1.308 -0.259
H 2.275 0.115 -0.706
O -7.520 -0.279 0.749
C 6.481 -0.678 1.150
H 6.936 -1.197 1.981
H -0.745 2.913 -0.120
C 3.445 1.487 0.491
C 5.311 0.656 -0.969
C -5.284 0.622 0.527
H 6.919 -0.115 -2.148
C -2.676 0.286 -1.005
H 4.874 0.100 2.327
C 7.059 -0.741 -0.106
H -4.516 0.767 -2.002
C -6.386 0.131 1.467
O 1.074 1.332 0.464
H -6.704 0.932 2.138
H -0.133 -2.962 -1.181
C -0.497 -0.449 -0.218

***

*Q*
45
Properties=species:S:1:pos:R:3 method="wB97M-V/def2-TZVPD" homo_ev=-7.872 spin_multiplicity=1 smiles=COc1ccc(CN(C)Cc2ccccc2)c(OC)c1OC
C -1.387 -0.718 1.330
H 0.786 -4.409 0.911
H 3.098 3.159 -0.892
H -0.535 5.211 0.446
H 0.011 -2.378 -2.229
H -3.692 1.740 1.115
H -4.589 0.196 -0.587
C -3.685 -0.055 -0.051
H 2.062 -3.771 -0.131
C -3.025 -1.238 -0.330
C 0.607 -1.987 -1.387
C -2.036 0.472 1.600
C 1.027 1.603 -0.215
C -0.922 1.474 -1.614
H -0.497 -0.988 1.876
C -0.678 0.143 -1.857
C 0.384 -0.507 -1.248
O 2.393 -0.365 0.036
C -1.140 -2.862 0.049
H -1.647 1.136 2.358
H 2.131 0.279 1.999
C 3.186 2.527 0.000
H -3.418 -1.905 -1.086
C 2.399 -0.614 1.429
H 1.710 -1.430 1.667
C 0.991 -3.950 -0.056
C 0.111 4.336 0.370
H -1.271 -3.531 0.908
C -3.186 0.810 0.906
H 3.418 -0.912 1.677
H 0.696 -4.659 -0.846
H -1.763 1.978 -2.063
H 0.178 3.842 1.341
O 1.918 2.307 0.589
H 3.779 3.041 0.755
H -1.337 -0.409 -2.510
N 0.292 -2.684 -0.142
H -1.604 -3.352 -0.827
H 1.665 -2.159 -1.601
C -0.101 2.220 -0.769
H 3.671 1.588 -0.275
C 1.253 0.240 -0.456
C -1.861 -1.575 0.346
O -0.502 3.507 -0.593
H 1.109 4.653 0.058

***

Which structure is the most stable? The one labeled *P*.

***

*P*
26
Properties=species:S:1:pos:R:3 method="wB97M-V/def2-TZVPD" homo_ev="-18.999 / -18.955" charge=+2 spin_multiplicity=2
O -2.580 -2.057 -0.767
O -0.720 0.435 2.846
H -2.043 1.233 -0.069
H -3.135 -2.522 -0.045
N -1.807 0.249 0.078
H 3.182 -0.733 1.032
H -2.659 -0.317 -0.059
H 1.443 -1.389 -0.867
C 0.894 1.885 -0.765
H -0.626 -1.054 -1.020
H -0.030 0.066 3.479
C 1.860 -0.348 -0.772
H -1.457 -0.025 1.028
H 1.832 2.268 -0.615
H -0.830 0.335 -1.956
C 3.159 -0.298 0.037
H 2.353 0.011 -1.835
H -1.048 1.217 3.397
H 0.711 0.307 0.813
H -3.024 -2.428 -1.679
H 1.040 1.693 -1.875
H 3.947 -0.906 -0.440
H 0.073 2.616 -0.477
C -0.648 -0.085 -0.961
H 3.478 0.675 0.187
C 0.709 0.543 -0.237

***

*Q*
26
Properties=species:S:1:pos:R:3 method="wB97M-V/def2-TZVPD" homo_ev="-18.341 / -18.340" charge=+2 spin_multiplicity=2
C 1.076 0.135 -0.408
C -0.204 0.754 1.724
H -1.541 3.888 2.459
H 1.901 0.441 0.242
H -1.052 0.143 2.209
H -1.499 3.327 0.816
C -0.242 0.554 0.216
H -0.363 2.047 3.425
O 0.549 -0.300 -3.194
N 1.174 -1.357 -0.698
H 0.222 -3.938 -1.338
H 0.929 -0.441 -4.076
H 0.606 2.572 2.057
H 2.152 -1.644 -0.603
H 0.578 -1.818 0.000
H -1.166 0.011 -0.009
H 1.347 0.645 -1.326
C -0.411 2.116 2.349
C -1.523 2.974 1.866
H -1.269 -4.015 -1.200
H -2.521 2.510 1.957
H -0.376 -0.535 -3.366
H 0.811 -1.519 -1.656
H -0.472 1.530 -0.228
H 0.602 0.219 2.255
O -0.475 -3.782 -0.683

***

Which structure is the most stable? The one labeled *Q*.

***

*P*
17
Properties=species:S:1:pos:R:3 method="wB97M-V/def2-TZVPD" homo_ev=-13.001 charge=+1 spin_multiplicity=1
H -0.467 2.728 1.278
H -1.518 -0.289 2.498
H 2.216 -0.874 3.091
C -0.317 0.986 0.113
H 0.415 -1.352 0.320
C 0.681 -0.519 1.886
C -1.316 0.431 -1.764
S -0.339 -0.431 3.251
N 1.954 -0.758 2.109
N -0.343 2.076 0.536
H 1.177 -0.851 -0.977
H -2.014 -0.431 -1.948
H 2.685 -0.909 1.336
H -1.806 1.380 -1.444
H -0.750 0.671 -2.738
N -0.467 0.004 -0.640
N 0.252 -1.090 -0.702

***

*Q*
17
Properties=species:S:1:pos:R:3 method="wB97M-V/def2-TZVPD" homo_ev=-13.644 charge=+1 spin_multiplicity=1 smiles="CN1C=N[NH2+][C@]1(N)S"
H 1.680 -1.730 1.291
N 0.807 -0.349 -0.067
N -1.460 -0.101 -0.625
S -0.546 1.788 1.435
C 1.928 0.073 -0.750
H -1.373 0.888 1.922
N 0.367 1.508 -1.359
H 2.906 -0.330 -0.551
H -0.001 1.302 -2.350
H 0.110 -0.956 1.856
H -1.811 -0.731 0.035
N 1.713 1.151 -1.404
H 0.288 -2.276 0.385
H 0.422 2.548 -0.931
C 0.714 -1.399 0.915
C -0.257 0.536 -0.263
H -2.222 0.598 -0.764

***

Which structure is the most stable? The one labeled *Q*.

***

*P*
14
Properties=species:S:1:pos:R:3 method="wB97M-V/def2-TZVPD" homo_ev=1.350 charge=-2 spin_multiplicity=1 smiles="[H]/N=C/OP([O-])([O-])=CC"
H -1.627 1.424 -1.240
H 1.498 -0.276 0.534
C 0.072 -0.081 -1.705
O -2.826 -0.052 1.148
C 1.080 0.154 1.469
N 1.931 0.873 2.234
P -1.597 -0.421 0.323
C -1.222 0.367 -1.101
H 0.043 -0.013 -2.849
H 0.140 -1.066 -1.320
O -1.267 -1.930 0.157
H 2.916 0.479 2.077
O -0.165 0.096 1.620
H 1.024 0.447 -1.348

***

*Q*
14
Properties=species:S:1:pos:R:3 method="wB97M-V/def2-TZVPD" homo_ev=1.403 charge=-2 spin_multiplicity=1
C -0.372 1.121 0.130
H 0.551 -2.203 0.671
H -0.786 1.167 -0.980
O -3.810 1.378 0.085
H 0.715 1.378 -0.152
P -3.746 1.249 1.570
H -0.221 -1.295 -0.895
H 1.296 -0.708 0.165
N -1.178 -0.388 1.949
C 0.382 -1.248 0.038
O -4.422 0.088 2.263
H -0.910 1.965 0.664
O -3.578 2.449 2.426
C -0.603 -0.240 0.866

***

Which structure is the most stable? The one labeled *P*.